[1]
A cluster of 15 separate species, C5H37NO14 in total at a distorted geometry, computed with ωB97M-V/def2-TZVPD.

```
! RIJCOSX wB97M-V def2-TZVPD def2/J DEFGRID3
* xyz 0 1
C -2.583 2.372 -2.010
N -2.384 1.281 -1.022
C -2.846 0.047 -1.343
C -3.105 -0.567 -2.471
C -2.989 -1.964 0.126
C -3.179 -0.659 -0.057
H -2.608 3.446 -1.750
H -1.700 2.295 -2.581
H -3.367 2.403 -2.673
H -1.996 1.582 -0.117
H -2.800 -0.135 -3.442
H -3.738 -1.520 -2.759
H -2.436 -2.566 -0.426
H -3.542 -2.569 0.877
H -3.702 0.061 0.563
H -0.152 -0.642 3.304
H 0.766 -1.312 4.203
O 0.769 -0.580 3.452
H 0.506 0.478 -0.506
H -0.373 0.979 0.417
O 0.327 0.384 0.416
H -2.136 -3.173 2.836
H -0.981 -2.344 2.755
O -1.556 -2.643 3.400
H 4.376 -1.055 -2.533
H 4.334 -1.478 -0.952
O 4.028 -1.678 -1.853
H -1.001 2.763 1.599
H -2.222 3.172 1.028
O -1.872 2.475 1.445
H 1.079 3.375 2.802
H 0.770 2.088 3.418
O 0.228 2.838 3.196
H 1.785 2.449 1.353
H 3.028 3.170 1.169
O 2.119 3.370 0.931
H 1.583 -3.021 -1.976
H 0.027 -3.250 -2.301
O 0.887 -3.612 -1.942
H -0.672 -2.407 -4.206
H -1.080 -1.111 -3.290
O -0.316 -1.790 -3.503
H 3.129 0.545 2.384
H 1.882 0.903 3.075
O 2.689 1.378 2.827
H 0.376 -3.271 0.934
H 1.588 -4.170 0.774
O 1.283 -3.248 1.106
H 2.071 -0.432 -2.461
H 2.272 -0.785 -1.065
O 2.170 0.038 -1.614
H 0.896 2.633 -0.761
H 0.118 2.940 -1.964
O 0.035 2.691 -1.079
H 3.744 0.627 0.599
H 2.901 -0.556 1.169
O 3.570 -0.243 0.500
*
```

molecular weight	335.34	g/mol
energy relative to the best compared isomer or geometry (same formula, charge and spin)	8.484	eV
DFT total energy	-35935.431	eV
HOMO level	-0.298	Eh
F_max	5.67	eV Å⁻¹

=====

[2]
The molecule C6H11NO at a distorted geometry, computed with ωB97M-V/def2-TZVPD.

```
! RIJCOSX wB97M-V def2-TZVPD def2/J DEFGRID3
* xyz 0 1
C 0.212 1.625 -1.039
C -1.905 -0.609 -1.462
C 0.863 0.002 2.338
C -0.868 -0.679 -0.393
C 0.756 -1.274 0.132
C 1.372 -0.415 1.006
O -0.512 0.934 -0.052
N -0.626 -1.676 0.352
H 1.324 -1.769 -0.650
H 2.421 -0.197 0.815
H -0.464 2.203 -1.684
H 0.917 2.317 -0.561
H 0.794 0.981 -1.720
H -2.623 0.174 -1.206
H -2.457 -1.549 -1.514
H -1.449 -0.370 -2.422
H 1.426 -0.546 3.105
H -0.193 -0.225 2.464
H 1.011 1.072 2.491
*
```

molecular weight	113.16	g/mol
energy relative to the best compared isomer or geometry (same formula, charge and spin)	5.047	eV
DFT total energy	-9933.408	eV
HOMO level	-0.313	Eh
F_max	3.99	eV Å⁻¹

=====

[3]
The ion C5H9N2S with charge +1 at a distorted geometry, computed with ωB97M-V/def2-TZVPD.

```
! RIJCOSX wB97M-V def2-TZVPD def2/J DEFGRID3
* xyz 1 1
C 2.411 0.924 -2.104
C 1.225 -1.142 -1.649
C 0.072 -0.900 0.497
C 0.258 0.483 0.862
C -2.449 0.834 1.309
N 1.806 -0.065 -1.858
N 0.533 -1.497 -0.533
S -1.189 1.319 0.104
H 2.852 1.887 -2.473
H 1.418 -1.951 -2.343
H -0.559 -1.423 1.204
H 0.141 0.672 2.021
H 1.197 0.964 0.626
H -2.672 -0.181 1.258
H -2.031 1.120 2.271
H -3.404 1.447 1.384
H 0.392 -2.493 -0.575
*
```

molecular weight	129.21	g/mol
energy relative to the best compared isomer or geometry (same formula, charge and spin)	4.068	eV
DFT total energy	-19135.663	eV
HOMO level (spin up / spin down)	-0.441 / -0.441	Eh
F_max	7.15	eV Å⁻¹

=====

[4]
The molecule CCl2O2 at a distorted geometry, computed with ωB97M-V/def2-TZVPD.

```
! RIJCOSX wB97M-V def2-TZVPD def2/J DEFGRID3
* xyz 0 1
Cl 1.725 0.343 0.575
C -0.015 -0.028 0.032
Cl -0.942 -0.664 1.371
O -0.617 0.810 -0.771
O -0.152 -0.460 -1.207
*
```

molecular weight	114.92	g/mol
energy relative to the best compared isomer or geometry (same formula, charge and spin)	0.000	eV
DFT total energy	-30172.870	eV
HOMO level	-0.422	Eh
F_max	3.84	eV Å⁻¹

=====

[5]
A structure of composition C19H28CoNPS at a distorted geometry, computed with ωB97M-V/def2-TZVPD.

```
! RIJCOSX wB97M-V def2-TZVPD def2/J DEFGRID3
* xyz 0 4
C -3.989 -1.550 -1.313
C -3.021 -2.516 -1.053
C -1.695 -2.134 -0.787
C -1.379 -0.784 -0.726
C -2.349 0.187 -0.953
C -3.662 -0.195 -1.257
C -0.674 -3.226 -0.680
C 0.791 -2.790 -0.744
N 1.039 -1.578 -1.618
Co 0.531 -0.161 -0.262
C -1.970 1.637 -0.830
P -0.110 1.776 -0.869
H -3.266 -3.578 -1.085
H -4.407 0.584 -1.444
H -5.000 -1.853 -1.573
H -2.299 2.064 0.132
H -2.382 2.262 -1.637
H -0.805 -3.761 0.276
H -0.841 -3.972 -1.470
H 1.143 -2.501 0.258
C 0.212 3.301 0.046
C 0.241 2.168 -2.614
H 1.428 -3.625 -1.094
C 0.318 -1.605 -2.935
C 2.509 -1.456 -1.881
H 1.877 0.549 0.298
H 0.988 -1.997 -3.715
H -0.568 -2.240 -2.886
H 0.021 -0.589 -3.217
H 2.763 -1.890 -2.863
H 2.796 -0.397 -1.907
H 3.074 -1.960 -1.083
H -0.161 3.164 -2.849
H 1.332 2.158 -2.751
H -0.214 1.421 -3.279
H -0.383 4.119 -0.385
H -0.038 3.169 1.107
H 1.281 3.534 -0.039
H 1.924 0.575 -0.618
S -0.019 -0.372 1.836
C 0.690 0.515 3.124
C 0.264 1.821 3.486
C 0.895 2.495 4.531
C 1.890 1.851 5.284
C 2.258 0.527 4.991
C 1.658 -0.139 3.928
H -0.576 2.264 2.949
H 0.603 3.523 4.773
H 2.370 2.376 6.113
H 3.012 0.006 5.596
H 1.903 -1.175 3.690
*
```

molecular weight	392.41	g/mol
energy relative to the best compared isomer or geometry (same formula, charge and spin)	0.000	eV
DFT total energy	-79395.235	eV
⟨S²⟩	3.7764
HOMO level (spin up / spin down)	-0.220 / -0.280	Eh
F_max	2.84	eV Å⁻¹

=====

[6]
A cluster of 8 separate species, C59H87FN4O17 in total at a distorted geometry, computed with ωB97M-V/def2-TZVPD.

```
! RIJCOSX wB97M-V def2-TZVPD def2/J DEFGRID3
* xyz 0 1
H -2.321 -4.001 -1.477
N -2.600 -4.939 -1.092
C -2.166 -5.069 0.226
C -2.499 -6.480 0.987
C -1.373 -3.771 0.934
C -0.316 -4.328 2.036
C 0.731 -5.483 1.555
C 2.250 -4.916 1.128
C 3.414 -6.078 1.540
C 3.320 -7.046 2.838
C 4.432 -8.204 3.198
C 5.556 -8.136 2.019
C 5.530 -7.088 0.833
N 4.530 -6.068 0.545
C 2.176 -5.012 -0.519
C 3.160 -4.070 -1.406
F 0.823 -4.666 -1.101
C 2.706 -3.532 1.797
C 4.006 -3.829 2.780
O 4.009 -4.156 4.066
O 5.416 -3.683 2.261
N 1.650 -2.541 2.309
C 1.257 -1.803 1.007
C 2.378 -1.490 3.080
C 1.820 -0.029 3.395
C 2.771 0.837 4.485
C 2.410 2.352 4.972
C 1.103 3.163 4.409
C 0.682 4.683 4.858
C 0.158 2.387 3.319
C 0.561 0.846 2.868
C 0.453 -3.198 3.001
C -0.752 -2.227 3.481
N -0.641 -1.484 4.772
C 0.898 -4.045 4.364
C -0.275 -4.566 5.347
C 0.275 -5.985 6.042
C -0.349 -7.333 5.349
O -1.186 -7.988 6.409
C -2.546 -7.950 5.842
H -1.772 -6.747 1.877
H -3.630 -6.418 1.336
H -2.480 -7.335 0.156
H -0.927 -3.183 0.028
H -2.260 -3.115 1.353
H -1.076 -4.887 2.777
H 0.777 -6.208 2.506
H 0.296 -6.244 0.742
H 2.435 -6.965 3.625
H 4.393 -8.938 4.110
H 6.433 -8.921 2.074
H 6.441 -7.128 0.060
H 2.343 -6.134 -0.896
H 2.620 -3.081 -1.774
H 4.169 -3.823 -0.838
H 3.467 -4.655 -2.392
H 3.276 -2.858 0.983
H 1.984 -0.881 0.786
H 1.377 -2.474 0.043
H 0.147 -1.461 0.968
H 3.359 -1.238 2.436
H 2.798 -1.856 4.140
H 3.748 0.346 4.966
H 3.120 2.906 5.728
H -0.495 4.664 5.039
H 1.161 4.916 5.924
H 0.968 5.474 4.041
H -0.792 2.912 2.832
H -0.127 0.354 2.070
H -1.151 -1.448 2.677
H -1.703 -2.946 3.612
H -1.046 -0.521 4.718
H 0.302 -1.480 5.207
H 1.603 -3.383 5.067
H 1.569 -4.995 4.122
H -0.352 -3.807 6.265
H -1.352 -4.653 4.913
H -0.097 -5.943 7.174
H 1.445 -5.947 6.087
H -0.945 -7.138 4.357
H 0.570 -8.081 5.199
H -2.887 -6.842 5.651
H -2.502 -8.594 4.841
H -3.261 -8.522 6.571
O -0.305 5.711 1.841
C 0.379 6.639 1.443
C 0.430 7.137 0.030
C 1.677 7.984 0.038
C 1.744 8.460 1.465
O 1.180 7.404 2.241
H -0.465 7.732 -0.172
H 0.512 6.308 -0.677
H 1.655 8.802 -0.688
H 2.548 7.357 -0.186
H 1.153 9.367 1.629
H 2.773 8.644 1.786
O 2.580 -0.840 -5.424
C 3.515 -1.622 -5.373
C 3.778 -2.727 -6.350
C 4.776 -3.577 -5.606
C 5.483 -2.571 -4.736
O 4.501 -1.583 -4.429
H 4.205 -2.303 -7.263
H 2.864 -3.283 -6.572
H 5.454 -4.131 -6.261
H 4.245 -4.302 -4.978
H 6.316 -2.085 -5.255
H 5.855 -3.021 -3.812
O -0.329 9.024 -1.866
C -1.311 8.696 -2.511
C -2.412 9.616 -2.944
C -3.500 8.647 -3.333
C -2.721 7.437 -3.779
O -1.540 7.434 -2.978
H -2.069 10.206 -3.799
H -2.728 10.266 -2.125
H -4.175 9.031 -4.101
H -4.100 8.396 -2.450
H -2.428 7.497 -4.833
H -3.278 6.510 -3.618
O -4.262 6.562 -7.240
C -4.520 5.475 -6.750
C -4.915 4.248 -7.516
C -5.479 3.366 -6.431
C -4.709 3.806 -5.214
O -4.447 5.194 -5.416
H -4.024 3.811 -7.974
H -5.666 4.482 -8.274
H -5.379 2.297 -6.640
H -6.545 3.586 -6.296
H -3.753 3.282 -5.113
H -5.286 3.670 -4.295
O -2.940 3.004 -10.586
C -1.945 3.296 -9.943
C -0.540 2.912 -10.295
C 0.194 3.176 -9.004
C -0.612 4.290 -8.390
O -1.955 4.062 -8.813
H -0.185 3.556 -11.104
H -0.479 1.860 -10.583
H 1.247 3.433 -9.144
H 0.144 2.286 -8.365
H -0.296 5.277 -8.745
H -0.562 4.275 -7.297
O 0.063 -6.049 9.461
C -0.195 -7.136 9.951
C -0.590 -8.362 9.185
C -1.154 -9.245 10.270
C -0.384 -8.804 11.487
O -0.122 -7.416 11.285
H 0.301 -8.800 8.727
H -1.341 -8.129 8.427
H -1.054 -10.313 10.061
H -2.220 -9.025 10.405
H 0.572 -9.329 11.587
H -0.962 -8.940 12.406
O -5.217 10.773 -4.871
C -4.533 11.701 -5.269
C -4.482 12.199 -6.682
C -3.235 13.046 -6.675
C -3.168 13.522 -5.247
O -3.731 12.465 -4.471
H -5.377 12.794 -6.884
H -4.400 11.370 -7.389
H -3.257 13.863 -7.400
H -2.363 12.418 -6.898
H -3.759 14.429 -5.083
H -2.138 13.706 -4.926
*
```

molecular weight	1143.35	g/mol
DFT total energy	-106053.752	eV
HOMO level	-0.263	Eh
F_max	8.67	eV Å⁻¹

=====

[7]
The molecule C4H7N3, computed with ωB97M-V/def2-TZVPD.

```
! RIJCOSX wB97M-V def2-TZVPD def2/J DEFGRID3
* xyz 0 1
N 2.455 -0.500 0.401
C 1.131 -0.124 0.091
C 0.713 1.180 -0.097
N -0.625 1.132 -0.377
C -1.099 -0.122 -0.227
N -2.483 -0.176 0.063
C -0.018 -0.966 -0.020
H 3.084 0.218 0.060
H 2.716 -1.374 -0.041
H 1.063 2.108 0.329
H -1.231 1.908 -0.576
H -3.057 -0.671 -0.598
H -2.599 -0.564 0.993
H -0.051 -2.051 -0.001
*
```

molecular weight	97.12	g/mol
energy relative to the best compared isomer or geometry (same formula, charge and spin)	0.616	eV
DFT total energy	-8731.064	eV
HOMO level	-0.269	Eh
F_max	0.92	eV Å⁻¹

=====

[8]
A structure of composition C37H41AsO5PRuS3 at a distorted geometry, computed with ωB97M-V/def2-TZVPD.

```
! RIJCOSX wB97M-V def2-TZVPD def2/J DEFGRID3
* xyz 2 2
Ru -0.266 0.766 0.016
O 0.679 -0.370 1.559
S 1.160 -1.398 2.562
C 2.943 -1.079 2.744
C 3.553 -0.364 1.538
C 3.621 1.147 1.737
C 4.220 1.868 0.536
S 2.946 2.298 -0.706
O 1.782 1.325 -0.469
C 2.566 3.928 -0.112
C 1.514 4.160 0.746
C 1.296 5.446 1.225
C 2.124 6.483 0.824
C 3.177 6.239 -0.052
C 3.405 4.958 -0.526
C 1.221 -2.967 1.750
C 1.663 -3.120 0.439
C 1.755 -4.398 -0.086
C 1.399 -5.499 0.685
C 0.943 -5.333 1.984
C 0.850 -4.058 2.526
H 3.371 -2.066 2.915
H 3.059 -0.498 3.661
H 2.980 -0.591 0.641
H 4.564 -0.744 1.380
H 4.237 1.362 2.614
H 2.630 1.553 1.936
H 4.972 1.266 0.026
H 4.670 2.822 0.810
H 0.885 3.344 1.056
H 0.486 5.626 1.921
H 1.951 7.486 1.190
H 3.819 7.049 -0.368
H 4.223 4.769 -1.212
H 1.926 -2.257 -0.158
H 2.105 -4.539 -1.100
H 1.477 -6.494 0.266
H 0.657 -6.192 2.576
H 0.497 -3.916 3.540
S -0.766 1.957 -1.804
C -1.145 1.014 -3.188
C -1.542 1.733 -4.333
C -1.927 1.050 -5.470
C -1.919 -0.341 -5.477
C -1.510 -1.058 -4.354
C -1.112 -0.389 -3.212
As -0.507 -1.215 -1.583
C -2.119 -1.045 -0.494
C -3.335 -0.546 -0.990
C -4.482 -0.651 -0.230
C -4.443 -1.276 1.017
C -3.250 -1.764 1.521
C -2.085 -1.628 0.779
C -0.437 -3.086 -2.053
C 0.473 -3.445 -3.047
C 0.582 -4.769 -3.442
C -0.207 -5.739 -2.836
C -1.100 -5.382 -1.836
C -1.219 -4.055 -1.441
H -1.546 2.815 -4.305
H -2.238 1.597 -6.349
H -2.230 -0.876 -6.364
H -1.510 -2.139 -4.386
H -3.387 -0.114 -1.981
H -5.420 -0.274 -0.616
H -5.355 -1.385 1.590
H -3.222 -2.249 2.488
H -1.158 -2.030 1.161
H 1.103 -2.697 -3.517
H 1.280 -5.044 -4.222
H -0.128 -6.772 -3.146
H -1.718 -6.136 -1.366
H -1.924 -3.798 -0.661
C -3.586 1.548 3.137
O -2.590 1.071 2.194
P -1.621 2.047 1.446
O -0.879 2.897 2.580
C 0.097 2.338 3.468
O -2.611 3.168 0.941
C -2.487 4.089 -0.153
H -3.159 2.316 3.779
H -3.879 0.683 3.724
H -4.434 1.944 2.585
H 0.801 3.133 3.706
H 0.612 1.505 2.995
H -0.397 1.998 4.377
H -3.097 4.950 0.107
H -2.873 3.630 -1.059
H -1.456 4.406 -0.292
*
```

molecular weight	868.90	g/mol
DFT total energy	-154473.479	eV
⟨S²⟩	0.7866
HOMO level (spin up / spin down)	-0.490 / -0.489	Eh
F_max	1.73	eV Å⁻¹

=====

[9]
The molecule C22H29N5O3 at a distorted geometry, computed with ωB97M-V/def2-TZVPD.

```
! RIJCOSX wB97M-V def2-TZVPD def2/J DEFGRID3
* xyz 0 1
C -0.396 -2.732 1.650
C -1.452 -1.911 0.923
C -2.594 -1.458 1.841
C -3.477 -2.621 2.287
N -3.415 -0.443 1.181
C -4.123 -0.641 0.050
O -4.116 -1.679 -0.581
C -4.926 0.574 -0.402
C -4.161 1.353 -1.489
C -2.752 1.650 -1.056
C -2.466 2.719 -0.167
C -3.515 3.703 0.249
N -1.271 2.939 0.330
C -0.288 2.136 -0.032
N 0.976 2.118 0.333
C 1.510 1.096 -0.362
C 2.903 0.710 -0.254
C 3.367 -0.395 -0.971
C 4.698 -0.757 -0.862
O 5.274 -1.812 -1.506
C 4.467 -2.597 -2.350
C 5.562 -0.023 -0.045
C 5.095 1.073 0.664
O 5.861 1.845 1.481
C 7.224 1.528 1.623
C 3.753 1.441 0.559
N 0.648 0.462 -1.157
N -0.499 1.104 -0.958
C -1.713 0.840 -1.475
C -1.808 -0.286 -2.447
H -0.009 -2.185 2.508
H -0.799 -3.681 1.994
H 0.434 -2.938 0.979
H -1.872 -2.487 0.098
H -0.974 -1.023 0.508
H -2.163 -0.971 2.723
H -2.896 -3.339 2.858
H -4.290 -2.258 2.913
H -3.899 -3.114 1.416
H -3.452 0.464 1.616
H -5.867 0.219 -0.822
H -5.145 1.217 0.451
H -4.697 2.280 -1.702
H -4.146 0.752 -2.397
H -3.055 4.437 0.904
H -4.337 3.221 0.773
H -3.922 4.210 -0.624
H 2.667 -0.931 -1.588
H 5.123 -3.367 -2.753
H 3.650 -3.071 -1.796
H 4.052 -2.006 -3.172
H 6.589 -0.347 0.002
H 7.629 2.270 2.309
H 7.362 0.528 2.048
H 7.753 1.591 0.667
H 3.381 2.290 1.106
H -2.526 -1.031 -2.109
H -2.126 0.079 -3.423
H -0.829 -0.748 -2.543
*
```

molecular weight	411.51	g/mol
energy relative to the best compared isomer or geometry (same formula, charge and spin)	2.227	eV
DFT total energy	-36878.577	eV
HOMO level	-0.302	Eh
F_max	1.42	eV Å⁻¹

=====

[10]
The ion C6H10N2P with charge +1 at a distorted geometry, computed with ωB97M-V/def2-TZVPD.

```
! RIJCOSX wB97M-V def2-TZVPD def2/J DEFGRID3
* xyz 1 1
H 1.985 2.609 1.006
P 2.136 1.513 0.150
C 0.468 1.322 -0.029
C -0.757 2.068 0.479
C -1.856 1.205 -0.133
N -1.510 0.125 -0.591
C -0.062 0.121 -0.824
N 0.465 -1.171 -0.509
C 1.488 -1.646 -1.053
C -0.469 -1.966 0.342
H -0.878 2.942 -0.074
H -0.784 2.276 1.639
H -2.845 1.525 0.018
H 0.161 0.115 -1.967
H 1.714 -2.628 -0.683
H 2.203 -1.057 -1.589
H -0.740 -1.220 1.150
H 0.215 -2.833 0.725
H -1.426 -2.278 -0.307
*
```

molecular weight	141.13	g/mol
energy relative to the best compared isomer or geometry (same formula, charge and spin)	4.027	eV
DFT total energy	-18642.899	eV
HOMO level	-0.492	Eh
F_max	4.15	eV Å⁻¹